Entry 1:
A molecular structure, C26H30BFN2O3Tl. Source: the Open Molecules 2025 dataset; level of theory: ωB97M-V/def2-TZVPD.

- Largest force on an atom: 0.4 eV Å⁻¹
- HOMO-LUMO gap: 5.78 eV
- ΔE to the lowest compared entry with this formula, charge and spin: 9.2 kcal/mol
- Total charge: -1
- E: -44662.4937 eV

Structure (XYZ):
```
64
Properties=species:S:1:pos:R:3:lowdin_charge:R:1
Tl -0.8868 -0.1349 -1.3025 0.765
C 2.4511 -3.7829 0.7474 -0.060
C 1.7148 -2.9053 -0.2663 -0.379
C 0.9912 -3.7725 -1.2953 -0.075
C 2.6452 -1.9085 -0.9309 -0.150
C 3.6422 -2.3803 -1.7749 -0.059
C 4.4965 -1.5159 -2.4372 -0.104
C 4.3277 -0.1524 -2.2572 -0.060
C 3.3421 0.3619 -1.4217 -0.137
C 3.2561 1.8738 -1.2883 -0.371
C 1.9185 2.4562 -1.7437 -0.085
C 3.6050 2.3667 0.1161 -0.061
C 2.4917 -0.5222 -0.7234 -0.242
N 1.4588 -0.0362 0.0869 -0.027
C 1.6323 -0.1602 1.4165 -0.287
C 2.8346 -0.4816 2.0906 -0.058
C 2.9214 -0.5520 3.4747 -0.135
C 1.8230 -0.3081 4.2833 -0.144
C 0.6136 0.0147 3.6589 -0.048
C 0.5444 0.0810 2.2950 -0.222
F -0.6527 0.3897 1.7321 -0.001
H 1.7636 -4.4833 1.2275 0.074
H 2.9167 -3.1802 1.5261 0.065
H 3.2321 -4.3680 0.2536 0.071
H 0.9611 -2.3266 0.2718 0.115
H 1.6892 -4.4240 -1.8271 0.068
H 0.4775 -3.1593 -2.0373 0.059
H 0.2510 -4.4098 -0.8070 0.075
H 3.7494 -3.4505 -1.9188 0.101
H 5.2717 -1.8974 -3.0893 0.087
H 4.9778 0.5432 -2.7785 0.098
H 4.0258 2.2611 -1.9692 0.115
H 1.1174 2.1437 -1.0775 0.024
H 1.6660 2.1309 -2.7542 0.074
H 1.9721 3.5493 -1.7362 0.072
H 2.8860 2.0012 0.8461 0.065
H 3.5928 3.4600 0.1440 0.070
H 4.5968 2.0285 0.4230 0.077
H 3.7178 -0.6762 1.4932 0.109
H 3.8775 -0.8021 3.9225 0.088
H 1.8901 -0.3644 5.3613 0.077
H -0.2880 0.2113 4.2260 0.106
O -3.9038 0.7675 0.1862 0.058
B -3.0594 -0.3631 -0.0655 -0.544
O -3.8813 -1.5180 0.0801 0.084
C -5.1342 -1.0934 0.3991 -0.237
C -6.2645 -1.8439 0.6307 -0.004
C -7.4355 -1.1478 0.9355 -0.113
C -7.4509 0.2409 1.0013 -0.115
C -6.2962 0.9892 0.7672 -0.008
C -5.1483 0.2916 0.4646 -0.235
H -6.2355 -2.9233 0.5747 0.113
H -8.3474 -1.6995 1.1236 0.090
H -8.3740 0.7517 1.2432 0.090
H -6.2945 2.0700 0.8192 0.111
C -2.8890 2.9330 -2.1729 0.000
C -1.9901 3.2893 -1.0151 -0.573
N -2.0148 4.5879 -0.5987 0.160
O -1.2718 2.4662 -0.4857 -0.057
H -3.4290 3.7856 -2.5846 0.072
H -3.5947 2.1818 -1.8198 0.076
H -2.2719 2.4846 -2.9518 0.081
H -2.7210 5.2166 -0.9312 0.088
H -1.5073 4.8145 0.2398 0.108
```

---

Entry 2:
8 unconnected molecules or ions with the total composition C26H30BrCl28F8NO4 in a non-equilibrium geometry. Source: the Open Molecules 2025 dataset; level of theory: ωB97M-V/def2-TZVPD.

- Largest force on an atom: 1.5 eV Å⁻¹
- HOMO-LUMO gap: 9.83 eV
- SMILES string: COCCCCCCCN(CCOCC(F)(F)C(F)(F)C(F)(F)C(F)F)C(=O)OC[C@@H](C)Br.ClC(Cl)(Cl)Cl.ClC(Cl)(Cl)Cl.ClC(Cl)(Cl)Cl.ClC(Cl)(Cl)Cl.ClC(Cl)(Cl)Cl.ClC(Cl)(Cl)Cl.ClC(Cl)(Cl)Cl
- E: -479535.5808 eV

Structure (XYZ):
```
98
Properties=species:S:1:pos:R:3:lowdin_charge:R:1
C 4.1378 -1.2206 3.8127 -0.119
O 4.8572 -1.5893 2.6596 -0.189
C 5.1794 -0.5127 1.7898 -0.230
C 4.1318 -0.3861 0.6835 -0.188
C 4.6579 0.3834 -0.5343 -0.195
C 3.5820 1.1170 -1.3576 -0.186
C 3.1496 0.4004 -2.6650 -0.193
C 1.6529 0.0953 -2.8254 -0.168
C 1.1713 -1.2404 -2.2263 -0.128
N 0.1327 -1.0797 -1.1693 -0.020
C 0.7762 -0.9953 0.1534 -0.133
C -0.1508 -0.7157 1.3251 -0.145
O -0.0538 0.6692 1.6620 -0.110
C -1.1548 1.2344 2.3173 -0.092
C -1.4831 2.6076 1.7153 -0.406
F -0.3934 3.1606 1.1320 0.143
F -1.9016 3.4410 2.7057 0.124
C -2.6002 2.5072 0.6625 -0.337
F -3.6965 2.0323 1.2994 0.145
F -2.2094 1.5743 -0.2495 0.115
C -3.0076 3.7886 -0.1236 -0.370
F -2.9056 4.8744 0.6725 0.106
F -4.3016 3.6449 -0.4931 0.124
C -2.1761 4.0070 -1.4103 -0.319
F -1.0326 4.6681 -1.1020 0.095
F -2.8955 4.7770 -2.2614 -0.060
C -0.7430 -2.1903 -1.2255 -0.507
O -0.7356 -3.1254 -0.4557 0.075
O -1.5739 -2.1333 -2.3078 -0.047
C -2.6043 -1.1442 -2.2940 -0.354
C -3.8998 -1.6797 -1.7108 -0.717
C -3.8665 -2.0281 -0.2340 -0.125
Br -5.1930 -0.2334 -1.9876 0.729
H 3.0847 -1.0020 3.5889 0.085
H 4.5808 -0.3504 4.3115 0.089
H 4.1573 -2.0617 4.5056 0.020
H 6.1681 -0.7166 1.3736 0.125
H 5.1999 0.4229 2.3614 0.121
H 3.2495 0.0936 1.1089 0.099
H 3.8888 -1.4127 0.3947 0.115
H 5.1933 -0.3202 -1.1756 0.110
H 5.3875 1.1188 -0.1804 0.109
H 2.7122 1.3734 -0.7487 0.097
H 4.0180 2.0713 -1.6634 0.103
H 3.4355 1.0367 -3.5049 0.103
H 3.7245 -0.5244 -2.7697 0.104
H 1.0404 0.9200 -2.4538 0.113
H 1.4610 0.0425 -3.9014 0.104
H 2.0271 -1.7894 -1.8169 0.125
H 0.7424 -1.8635 -3.0123 0.126
H 1.3883 -1.8805 0.3504 0.127
H 1.4496 -0.1406 0.0906 0.097
H -1.1832 -1.0022 1.1089 0.109
H 0.1796 -1.3101 2.1845 0.131
H -2.0455 0.6025 2.2725 0.135
H -0.9216 1.4138 3.3727 0.148
H -1.9407 3.0706 -1.9189 0.141
H -2.7785 -0.8735 -3.3373 -0.024
H -2.2836 -0.2375 -1.7866 0.105
H -4.2524 -2.5338 -2.2871 0.043
H -3.4481 -1.2049 0.3484 0.067
H -3.3213 -2.9574 -0.0581 0.066
H -4.8878 -2.1720 0.1228 0.073
Cl -2.5604 3.4555 -5.6887 0.505
C -4.2108 3.1472 -5.1390 -2.019
Cl -5.0908 4.6767 -5.0715 0.549
Cl -5.0070 2.0418 -6.2576 0.527
Cl -4.1729 2.4195 -3.5277 0.527
Cl -2.9598 9.4253 0.7495 0.527
C -4.2725 8.3878 0.1819 -2.044
Cl -4.9418 7.4886 1.5469 0.536
Cl -5.5403 9.3863 -0.5393 0.524
Cl -3.6525 7.2605 -1.0227 0.572
Cl -1.5769 -4.6599 2.4599 0.517
C -1.3225 -6.0928 1.4528 -2.057
Cl -2.6922 -6.2834 0.3521 0.525
Cl 0.1587 -5.9062 0.5247 0.548
Cl -1.2031 -7.5172 2.4930 0.521
Cl 4.1150 -3.3168 6.8364 0.544
C 3.3657 -4.9174 6.7950 -2.051
Cl 2.7291 -5.2183 5.1751 0.528
Cl 4.5704 -6.1411 7.1963 0.504
Cl 2.0473 -4.9788 7.9684 0.526
Cl -1.9476 -2.6672 -7.0282 0.547
C -3.0896 -1.8190 -5.9833 -1.976
Cl -2.4633 -0.2139 -5.6054 0.555
Cl -4.6436 -1.6682 -6.8123 0.538
Cl -3.3122 -2.7307 -4.4873 0.689
Cl 0.1655 8.3798 -5.1062 0.533
C -1.2749 7.4838 -5.6024 -2.047
Cl -1.9998 6.6755 -4.2191 0.524
Cl -2.4456 8.5885 -6.3300 0.531
Cl -0.8363 6.2364 -6.7728 0.505
Cl 5.0935 -9.2617 9.6890 0.519
C 6.6928 -8.5353 9.8670 -2.066
Cl 7.2824 -8.0252 8.2811 0.504
Cl 6.5861 -7.1305 10.9303 0.523
Cl 7.8072 -9.7173 10.5562 0.526
```